# 1
{
  "formula": "C34H76N5O6S2",
  "method": "ωB97M-V/def2-TZVPD",
  "elements": ["C", "C", "C", "C", "N", "C", "C", "C", "C", "C", "C", "N", "C", "C", "N", "C", "C", "N", "C", "C", "C", "C", "O", "C", "C", "O", "N", "C", "C", "C", "S", "S", "C", "C", "C", "H", "H", "H", "H", "H", "H", "H", "H", "H", "H", "H", "H", "H", "H", "H", "H", "H", "H", "H", "H", "H", "H", "H", "H", "H", "H", "H", "H", "H", "H", "H", "H", "H", "H", "H", "H", "H", "H", "H", "H", "H", "H", "H", "H", "H", "H", "H", "H", "H", "H", "H", "H", "C", "C", "O", "H", "H", "H", "H", "H", "H", "C", "C", "O", "H", "H", "H", "H", "H", "H", "C", "C", "O", "H", "H", "H", "H", "H", "H", "C", "C", "O", "H", "H", "H", "H", "H", "H"],
  "coordinates": [[-2.218, 4.836, -0.918], [-0.849, 5.262, -0.345], [0.308, 5.172, -1.359], [1.652, 4.736, -0.755], [1.830, 3.267, -0.858], [1.533, 2.527, 0.362], [1.070, 1.117, 0.025], [0.038, 1.138, -1.112], [-1.067, 0.071, -0.992], [-2.450, 0.675, -1.261], [-2.826, 0.502, -2.736], [-4.095, 1.083, -3.121], [-4.026, 2.525, -3.346], [-3.524, 2.842, -4.746], [-3.771, 2.170, -5.777], [-5.149, 0.635, -2.233], [-4.820, 0.848, -0.759], [-3.550, 0.147, -0.331], [-3.225, 0.601, 1.103], [-2.611, -0.421, 2.052], [-1.724, 0.304, 3.067], [-1.359, -0.562, 4.276], [-1.451, 0.184, 5.486], [-0.620, 1.244, 5.709], [0.836, 1.122, 5.323], [-1.051, 2.195, 6.267], [-3.607, -1.281, -0.435], [-4.875, -1.982, -0.217], [-5.436, -1.889, 1.198], [3.010, 2.880, -1.528], [3.064, 2.778, -3.139], [4.493, 2.644, -0.531], [4.758, 0.847, -0.686], [6.250, 0.500, -0.696], [6.475, -0.829, -1.417], [-2.117, 4.467, -1.944], [-2.672, 4.037, -0.323], [-2.934, 5.657, -0.938], [-0.926, 6.294, 0.001], [-0.619, 4.653, 0.531], [0.061, 4.450, -2.141], [0.436, 6.139, -1.852], [2.477, 5.234, -1.262], [1.706, 5.017, 0.303], [2.376, 2.525, 1.065], [0.705, 3.044, 0.853], [0.634, 0.675, 0.927], [1.913, 0.478, -0.249], [0.570, 1.015, -2.056], [-0.413, 2.136, -1.148], [-0.892, -0.711, -1.739], [-1.019, -0.425, -0.025], [-2.422, 1.746, -1.051], [-2.806, -0.556, -3.022], [-2.026, 0.982, -3.306], [-3.383, 3.053, -2.623], [-5.035, 2.936, -3.244], [-2.900, 3.732, -4.849], [-4.333, 1.348, -5.537], [-6.062, 1.198, -2.436], [-5.371, -0.410, -2.453], [-5.625, 0.553, -0.088], [-4.623, 1.909, -0.588], [-4.164, 0.965, 1.519], [-2.563, 1.461, 0.992], [-2.037, -1.170, 1.509], [-3.394, -0.956, 2.589], [-0.808, 0.636, 2.567], [-2.239, 1.193, 3.446], [-2.062, -1.386, 4.396], [-0.368, -1.007, 4.160], [1.076, 0.275, 4.686], [1.401, 1.022, 6.250], [1.143, 2.046, 4.834], [-3.097, -1.580, -1.252], [-4.625, -3.026, -0.417], [-5.644, -1.717, -0.949], [-6.491, -2.165, 1.160], [-4.941, -2.587, 1.871], [-5.391, -0.885, 1.621], [4.307, 0.541, -1.633], [4.242, 0.332, 0.128], [6.793, 1.285, -1.223], [6.617, 0.414, 0.330], [5.821, -1.609, -1.014], [7.510, -1.162, -1.334], [6.231, -0.730, -2.478], [-6.512, -6.135, 3.062], [-5.431, -5.322, 2.382], [-4.862, -4.343, 3.254], [-7.296, -5.478, 3.439], [-6.961, -6.847, 2.369], [-6.110, -6.696, 3.908], [-5.845, -4.763, 1.544], [-4.643, -5.973, 1.989], [-4.466, -4.796, 4.006], [10.963, 2.258, -1.365], [10.025, 1.645, -2.381], [8.709, 2.195, -2.313], [10.567, 2.121, -0.358], [11.944, 1.786, -1.412], [11.083, 3.331, -1.539], [9.907, 0.580, -2.185], [10.426, 1.760, -3.394], [8.768, 3.140, -2.491], [-5.960, -8.073, -0.722], [-7.071, -7.041, -0.745], [-6.565, -5.719, -0.959], [-5.236, -7.835, 0.058], [-6.357, -9.071, -0.536], [-5.432, -8.094, -1.678], [-7.588, -7.017, 0.213], [-7.806, -7.283, -1.518], [-6.122, -5.726, -1.814], [10.615, -1.745, 2.038], [10.201, -0.835, 0.898], [11.197, -0.736, -0.113], [11.546, -1.394, 2.484], [9.847, -1.774, 2.811], [10.774, -2.765, 1.681], [10.051, 0.184, 1.256], [9.253, -1.176, 0.464], [11.355, -1.617, -0.468]],
  "forces_ev_per_a": [[0.10, 0.00, -0.02], [-0.14, 0.02, -0.19], [0.03, 0.06, 0.05], [-0.42, -0.07, -0.21], [0.74, 0.27, 0.38], [-0.06, 0.12, 0.15], [-0.08, -0.17, 0.02], [0.05, -0.07, 0.03], [0.02, -0.06, -0.18], [0.19, -0.11, -0.18], [-0.04, -0.01, -0.15], [-0.13, 0.17, 0.09], [0.17, -0.03, 0.09], [0.08, 0.13, 0.17], [0.05, -0.24, -0.22], [0.01, 0.05, 0.00], [-0.01, 0.20, -0.05], [-0.03, 0.12, -0.13], [-0.09, 0.00, 0.05], [0.16, 0.00, 0.04], [0.03, -0.06, -0.02], [0.11, -0.07, 0.00], [-0.09, -0.09, -0.08], [0.42, -0.67, -0.43], [-0.02, -0.07, -0.10], [-0.34, 0.78, 0.51], [0.21, -0.23, 0.37], [-0.06, -0.04, -0.04], [-0.14, -0.14, -0.11], [-0.10, -0.02, 0.02], [-0.04, -0.02, -0.07], [-0.25, -0.15, 0.24], [0.20, -0.13, -0.27], [-0.18, -0.19, -0.16], [-0.22, 0.01, -0.02], [0.05, 0.11, 0.11], [0.00, 0.02, 0.01], [0.02, -0.02, -0.02], [0.07, -0.10, 0.17], [-0.01, 0.06, -0.01], [0.09, 0.05, -0.02], [-0.06, -0.03, 0.00], [-0.03, -0.09, -0.05], [0.07, 0.05, -0.08], [-0.03, -0.06, -0.07], [0.02, 0.01, -0.05], [0.05, 0.01, -0.01], [0.01, 0.06, 0.01], [-0.11, 0.17, -0.04], [0.03, -0.06, -0.01], [-0.01, -0.08, 0.14], [-0.07, 0.11, 0.05], [-0.12, -0.09, 0.15], [0.00, 0.02, 0.05], [0.00, -0.08, -0.02], [-0.23, -0.16, -0.05], [0.07, 0.08, 0.00], [-0.11, 0.08, 0.01], [-0.01, 0.01, 0.00], [0.02, -0.05, -0.04], [0.06, -0.02, 0.09], [0.04, -0.16, -0.07], [-0.03, -0.03, 0.06], [0.05, 0.03, 0.00], [-0.03, -0.03, -0.04], [-0.06, -0.03, 0.03], [0.00, -0.02, -0.11], [-0.09, 0.17, 0.04], [0.00, -0.04, -0.01], [-0.04, 0.10, 0.05], [-0.02, -0.01, 0.00], [-0.02, 0.01, 0.01], [-0.01, 0.05, -0.04], [0.02, -0.02, 0.07], [-0.17, 0.07, -0.12], [-0.02, 0.04, -0.03], [0.03, 0.13, 0.02], [0.05, -0.03, 0.04], [0.05, 0.18, 0.05], [-0.02, -0.01, -0.04], [0.02, 0.10, 0.02], [-0.02, 0.05, -0.03], [0.13, -0.04, 0.18], [0.07, 0.23, -0.05], [0.13, -0.03, 0.05], [-0.03, 0.01, 0.00], [0.08, 0.01, 0.02], [-0.02, 0.08, 0.10], [0.02, -0.02, 0.05], [0.08, 0.00, 0.00], [-0.02, -0.01, -0.02], [0.03, -0.02, 0.00], [0.02, -0.03, -0.03], [0.00, -0.05, -0.04], [-0.02, -0.01, -0.03], [-0.05, 0.00, -0.01], [-0.06, 0.07, 0.07], [0.01, 0.00, -0.01], [-0.01, 0.04, -0.01], [0.02, -0.02, 0.00], [0.00, -0.01, 0.00], [0.02, -0.01, -0.04], [0.02, 0.00, -0.01], [0.00, -0.03, -0.01], [-0.01, -0.03, 0.00], [0.03, 0.05, 0.03], [0.10, -0.03, -0.10], [0.04, -0.01, 0.02], [-0.01, -0.02, 0.01], [-0.01, 0.00, -0.01], [-0.02, -0.03, -0.01], [-0.04, 0.08, -0.02], [-0.04, -0.02, 0.04], [-0.03, 0.03, 0.02], [0.07, 0.01, -0.02], [0.00, -0.01, -0.02], [-0.04, -0.07, -0.03], [-0.01, 0.00, 0.01], [-0.01, 0.00, 0.00], [-0.02, -0.01, 0.01], [-0.02, 0.00, 0.00], [-0.01, 0.03, 0.01], [0.03, 0.03, 0.02]],
  "lowdin_charge": [-0.102, -0.232, -0.177, -0.168, -0.236, -0.216, -0.158, -0.155, -0.116, -0.223, -0.116, -0.158, -0.164, -0.228, 0.115, -0.140, -0.069, -0.169, -0.082, -0.171, -0.148, -0.174, -0.007, -0.539, 0.025, 0.145, 0.040, -0.204, -0.065, -1.104, 0.726, 0.879, -0.491, -0.317, -0.106, 0.045, 0.050, 0.077, 0.108, 0.083, 0.099, 0.115, 0.117, 0.128, 0.098, 0.109, 0.092, 0.104, 0.111, 0.102, 0.125, 0.095, 0.119, 0.135, 0.150, 0.081, 0.132, 0.105, 0.054, 0.138, 0.117, 0.129, 0.139, 0.129, 0.130, 0.112, 0.103, 0.101, 0.136, 0.130, 0.116, 0.065, 0.101, 0.094, 0.124, 0.129, 0.097, 0.096, 0.052, 0.060, 0.062, 0.070, 0.072, 0.106, 0.074, 0.058, 0.079, -0.072, -0.317, -0.102, 0.083, 0.059, 0.079, 0.087, 0.110, 0.087, -0.092, -0.311, -0.095, 0.065, 0.076, 0.074, 0.098, 0.110, 0.084, -0.084, -0.312, -0.101, 0.066, 0.080, 0.075, 0.094, 0.112, 0.078, -0.088, -0.325, -0.085, 0.078, 0.074, 0.074, 0.109, 0.096, 0.087],
  "orbital_gap_ev": 7.923,
  "total_energy_ha": -2862.3014,
  "lumo_ev": -2.2,
  "total_charge": 1,
  "e_homo_ev": -10.13
}


# 2
{
  "formula": "H26O13",
  "method": "ωB97M-V/def2-TZVPD",
  "elements": ["H", "H", "H", "H", "H", "H", "H", "H", "H", "H", "H", "H", "H", "H", "H", "H", "H", "H", "H", "H", "H", "H", "H", "H", "H", "H", "O", "O", "O", "O", "O", "O", "O", "O", "O", "O", "O", "O", "O"],
  "coordinates": [[-0.147, 1.034, 0.567], [0.246, -0.095, -0.372], [1.098, 4.700, -0.025], [0.025, 3.774, 0.524], [0.101, 1.379, -2.420], [1.003, 0.768, -3.479], [1.085, -0.074, 4.143], [0.900, 0.922, 5.276], [3.554, 0.213, -1.774], [4.897, -0.331, -1.314], [1.666, -4.038, 1.025], [0.981, -4.518, -0.245], [-2.809, 4.499, 1.338], [-3.456, 4.076, 0.029], [2.189, -2.369, 0.464], [2.260, -0.991, -0.174], [0.165, -1.416, -1.272], [-0.601, -0.275, -1.922], [-1.594, -4.295, -1.415], [-1.357, -3.224, -2.466], [-1.379, 0.275, -3.738], [-2.816, 0.533, -3.315], [0.396, -0.394, 1.212], [0.721, -1.860, 1.443], [-2.911, 0.631, 4.231], [-1.646, 0.159, 3.532], [-0.515, 0.289, 0.079], [0.710, 4.392, 0.802], [0.722, 1.616, -3.118], [1.550, 0.611, 4.636], [3.973, -0.582, -1.425], [1.062, -3.749, 0.331], [-2.978, 4.806, 0.440], [1.634, -1.676, 0.088], [-0.502, -1.234, -1.943], [-1.332, -3.373, -1.514], [-2.172, -0.175, -3.425], [0.099, -1.170, 1.700], [-2.574, 0.361, 3.369]],
  "forces_ev_per_a": [[-0.25, 0.46, -0.05], [-0.19, 0.19, 0.09], [-0.05, 0.04, 0.08], [-0.07, 0.20, 0.02], [0.06, 0.21, 0.07], [0.02, -0.06, -0.01], [0.04, -0.10, -0.21], [0.14, 0.02, -0.02], [0.04, 0.01, -0.12], [-0.04, -0.06, 0.05], [-0.19, -0.53, 0.19], [-0.18, 0.07, -0.04], [0.00, 0.09, -0.03], [-0.01, 0.08, 0.02], [-0.01, 0.27, -0.81], [0.54, 0.08, -0.03], [-0.05, -1.01, -0.09], [-0.65, -0.58, -0.04], [-0.11, -0.01, 0.06], [-0.01, 0.33, 0.14], [-0.11, -0.05, -0.25], [-0.06, -0.07, -0.08], [-0.18, -1.30, 1.08], [-0.87, 0.53, 0.48], [-0.04, -0.02, -0.10], [0.00, -0.21, -0.28], [-0.35, 2.57, -1.48], [0.06, -0.21, -0.13], [-0.02, -0.11, 0.02], [-0.21, 0.00, 0.09], [-0.05, 0.20, 0.04], [-0.23, -2.30, 0.50], [0.04, -0.22, 0.01], [2.54, 1.84, -1.91], [1.24, 0.84, -0.61], [-0.20, -1.25, 0.03], [-0.35, 0.57, -0.28], [-0.29, -0.68, 3.32], [0.04, 0.20, 0.27]],
  "lowdin_charge": [0.076, 0.014, 0.037, 0.014, 0.004, 0.043, 0.009, 0.030, 0.042, 0.052, 0.067, 0.071, 0.034, 0.033, 0.066, 0.055, 0.016, -0.010, 0.038, 0.041, 0.019, 0.053, -0.024, -0.008, 0.029, 0.010, -0.038, -0.058, -0.046, -0.063, -0.043, -0.044, -0.061, -0.122, -0.087, -0.064, -0.044, -0.087, -0.056],
  "orbital_gap_ev": 9.629,
  "total_energy_ha": -993.5466,
  "relative_energy_kj_mol": 595.0,
  "lumo_ev": -0.1,
  "e_homo_ev": -9.76
}


# 3
{
  "formula": "C5H9NO",
  "method": "ωB97M-V/def2-TZVPD",
  "elements": ["C", "C", "C", "C", "C", "N", "O", "H", "H", "H", "H", "H", "H", "H", "H", "H"],
  "coordinates": [[-0.908, 1.593, -0.826], [-0.375, 0.184, -0.620], [1.136, -0.096, -0.993], [1.443, -0.484, 0.498], [-0.063, -0.397, 0.711], [-1.075, -0.986, 1.212], [-0.929, -1.601, 2.425], [-1.277, 1.684, -1.856], [-0.172, 2.387, -0.665], [-1.760, 1.759, -0.160], [-1.257, -0.494, -0.743], [1.310, -0.902, -1.707], [1.694, 0.793, -1.328], [2.021, 0.277, 1.029], [1.908, -1.464, 0.670], [-1.681, -2.205, 2.435]],
  "forces_ev_per_a": [[0.01, 0.10, 0.09], [-0.47, -0.11, -0.08], [-0.12, -0.15, -0.17], [-0.02, 0.05, 0.15], [-0.62, -0.12, 0.48], [0.26, 0.88, 0.42], [0.59, -0.89, 0.51], [0.13, 0.03, 0.19], [-0.01, -0.15, 0.08], [0.10, 0.04, -0.07], [0.91, 0.33, -1.97], [-0.04, 0.01, 0.10], [-0.40, -0.27, 0.08], [-0.10, -0.09, -0.08], [-0.27, 0.24, 0.05], [0.05, 0.10, 0.22]],
  "lowdin_charge": [-0.067, -0.314, -0.103, -0.068, -0.285, 0.003, -0.044, 0.076, 0.073, 0.077, 0.140, 0.099, 0.105, 0.107, 0.109, 0.091],
  "smiles": "C[C@H]1CC/C1=N\\O",
  "orbital_gap_ev": 9.975,
  "total_energy_ha": -325.7887,
  "relative_energy_kj_mol": 390.9,
  "lumo_ev": 1.0,
  "e_homo_ev": -8.96
}